[1]
{
  "formula": "C31H49Br34FN2O5P",
  "method": "the ωB97M-V functional and the def2-TZVPD basis",
  "charge": 1,
  "e_tot_ev": -2439587.806,
  "symbols": ["C", "C", "C", "C", "C", "C", "C", "C", "C", "C", "C", "O", "C", "C", "O", "C", "C", "O", "N", "C", "O", "F", "C", "N", "C", "C", "C", "Br", "P", "O", "H", "H", "H", "H", "H", "H", "H", "H", "H", "H", "H", "H", "H", "H", "H", "H", "H", "H", "H", "H", "H", "H", "H", "H", "H", "H", "H", "H", "H", "H", "H", "H", "H", "H", "H", "H", "H", "H", "C", "Br", "Br", "Br", "H", "C", "Br", "Br", "Br", "H", "C", "Br", "Br", "Br", "H", "C", "Br", "Br", "Br", "H", "C", "Br", "Br", "Br", "H", "C", "Br", "Br", "Br", "H", "C", "Br", "Br", "Br", "H", "C", "Br", "Br", "Br", "H", "C", "Br", "Br", "Br", "H", "C", "Br", "Br", "Br", "H", "C", "Br", "Br", "Br", "H"],
  "coordinates": [[-2.585, -0.222, -2.172], [-1.525, 0.143, -1.125], [-0.484, -0.949, -0.807], [-0.600, -1.756, 0.513], [-1.082, -3.175, 0.151], [-2.574, -3.288, -0.217], [-2.800, -4.329, -1.320], [-3.151, -3.676, -2.654], [-3.845, -4.614, -3.667], [-5.053, -3.939, -4.310], [-4.745, -2.564, -4.833], [-5.902, -1.950, -5.376], [-6.313, -0.851, -4.599], [-1.631, -1.217, 1.483], [-1.220, -0.122, 2.290], [-0.001, 0.481, 2.035], [-0.170, 1.750, 1.220], [-1.264, 2.273, 1.113], [1.034, 2.371, 0.666], [1.031, 2.423, -0.738], [0.369, 3.151, -1.453], [1.896, 1.544, -1.261], [1.157, -0.419, 1.563], [0.735, -1.826, 1.264], [1.812, -2.655, 0.619], [2.463, -2.205, -0.660], [3.238, -3.421, -1.185], [3.779, -0.804, -0.317], [0.560, -2.637, 2.913], [0.632, -1.679, 4.008], [-3.504, -0.583, -1.734], [-2.165, -0.900, -2.900], [-2.837, 0.683, -2.705], [-2.039, 0.571, -0.277], [-0.997, 0.965, -1.580], [-0.512, -1.653, -1.625], [0.484, -0.486, -0.921], [-0.899, -3.882, 0.955], [-0.516, -3.555, -0.688], [-3.085, -3.688, 0.649], [-3.054, -2.352, -0.450], [-3.588, -5.007, -1.027], [-1.917, -4.935, -1.468], [-3.826, -2.862, -2.444], [-2.227, -3.323, -3.093], [-3.139, -4.812, -4.464], [-4.114, -5.537, -3.171], [-5.884, -3.940, -3.612], [-5.368, -4.541, -5.151], [-3.966, -2.622, -5.591], [-4.375, -1.906, -4.057], [-7.194, -0.425, -5.050], [-6.570, -1.162, -3.590], [-5.535, -0.093, -4.560], [-1.986, -1.985, 2.157], [-2.526, -0.924, 0.962], [0.336, 0.865, 2.994], [0.964, 3.363, 0.965], [1.609, 0.046, 0.702], [1.955, -0.440, 2.286], [1.547, -3.703, 0.548], [2.623, -2.662, 1.339], [1.819, -1.936, -1.480], [2.570, -4.126, -1.663], [3.700, -3.917, -0.340], [4.035, -3.112, -1.828], [1.598, -3.578, 2.999], [-0.631, -3.370, 2.927], [0.292, -7.691, 0.487], [1.652, -6.318, 0.431], [-0.988, -7.343, 1.882], [-0.545, -7.941, -1.221], [0.795, -8.616, 0.730], [1.582, -3.651, 7.993], [-0.054, -2.947, 8.714], [3.088, -2.557, 8.470], [1.844, -5.500, 8.470], [1.497, -3.609, 6.921], [2.091, 6.588, 1.852], [1.878, 5.763, 3.574], [3.929, 6.991, 1.465], [1.269, 5.534, 0.454], [1.563, 7.529, 1.876], [6.412, 9.441, 0.055], [5.244, 10.650, -0.880], [8.083, 9.200, -0.868], [6.676, 9.978, 1.885], [5.920, 8.480, 0.074], [-6.500, 1.923, -7.292], [-5.123, 2.825, -6.289], [-8.214, 2.054, -6.425], [-6.575, 2.531, -9.113], [-6.234, 0.876, -7.316], [-3.883, -1.016, 5.904], [-5.519, -0.307, 6.620], [-2.355, -0.004, 6.499], [-3.686, -2.890, 6.313], [-3.932, -0.921, 4.830], [0.866, 10.632, 0.855], [0.187, 9.726, 2.416], [2.219, 11.914, 1.312], [1.515, 9.402, -0.481], [0.036, 11.169, 0.420], [3.788, 4.537, 1.486], [2.757, 2.989, 0.973], [5.105, 4.143, 2.832], [4.574, 5.395, -0.044], [3.096, 5.241, 1.923], [7.294, -3.545, 1.216], [8.378, -2.342, 2.239], [5.715, -4.089, 2.199], [6.915, -2.761, -0.508], [7.862, -4.446, 1.044], [-0.072, 5.605, -3.930], [-1.996, 5.538, -3.917], [0.679, 4.268, -5.093], [0.559, 7.371, -4.368], [0.263, 5.379, -2.928], [5.073, 0.120, 3.929], [6.036, 0.216, 2.263], [3.279, 0.797, 3.763], [5.051, -1.666, 4.636], [5.604, 0.744, 4.633]]
}



[2]
{
  "formula": "C15H26AlClO2P2Se",
  "method": "the ωB97M-V functional and the def2-TZVPD basis",
  "charge": 2,
  "e_tot_ev": -123100.544,
  "symbols": ["C", "C", "H", "H", "H", "O", "Cl", "Al", "P", "C", "C", "H", "H", "H", "H", "H", "H", "C", "H", "H", "H", "P", "C", "C", "H", "H", "H", "C", "H", "H", "H", "H", "H", "H", "C", "O", "Se", "C", "C", "C", "C", "C", "C", "H", "H", "H", "H", "H"],
  "coordinates": [[0.433, 3.663, -0.184], [0.101, 2.346, -0.803], [0.280, 4.449, -0.929], [1.487, 3.705, 0.132], [-0.201, 3.837, 0.698], [-0.120, 2.175, -2.011], [2.426, -2.082, -0.762], [1.166, -0.335, -0.559], [-0.280, -0.901, -2.359], [-2.002, -0.316, -2.271], [0.403, -0.262, -3.915], [-0.243, -0.565, -4.749], [-1.179, -2.848, -3.467], [1.411, -0.673, -4.053], [0.538, -3.089, -2.988], [-2.006, 0.768, -2.431], [0.458, 0.831, -3.852], [-0.434, -2.691, -2.675], [-2.587, -0.825, -3.050], [-0.742, -3.202, -1.754], [-2.430, -0.538, -1.286], [2.685, 0.517, 1.101], [2.361, 1.967, 2.149], [3.012, -0.794, 2.337], [4.425, 0.345, -0.575], [5.109, 0.536, 1.066], [4.414, 1.954, 0.218], [4.322, 0.873, 0.380], [3.787, -1.471, 1.959], [3.347, -0.325, 3.271], [2.824, 1.800, 3.130], [1.281, 2.104, 2.283], [2.094, -1.370, 2.516], [2.798, 2.864, 1.691], [-0.062, 1.164, 0.126], [-0.880, 1.193, 1.029], [-0.238, -2.247, 0.906], [-1.944, -1.682, 1.404], [-3.079, -2.146, 0.701], [-4.342, -1.637, 0.996], [-4.502, -0.700, 2.028], [-3.386, -0.295, 2.775], [-2.125, -0.804, 2.493], [-2.935, -2.897, -0.079], [-5.202, -1.981, 0.422], [-5.488, -0.297, 2.259], [-3.496, 0.424, 3.586], [-1.257, -0.544, 3.095]]
}



[3]
{
  "formula": "C6H7NPS2",
  "method": "the ωB97M-V functional and the def2-TZVPD basis",
  "smiles": "C=CC/N=c1/cc([S-])[pH]s1",
  "charge": -1,
  "e_tot_ev": -38783.956,
  "symbols": ["C", "C", "C", "N", "C", "C", "C", "S", "P", "S", "H", "H", "H", "H", "H", "H", "H"],
  "coordinates": [[1.785, 1.907, 0.157], [0.660, 1.422, -0.390], [-0.221, 0.408, 0.335], [-0.509, -0.832, -0.422], [-0.275, -1.948, 0.068], [-0.492, -3.249, -0.520], [0.267, -4.253, -0.010], [1.022, -5.404, -1.003], [0.805, -4.297, 1.848], [0.849, -2.143, 1.616], [2.088, 2.802, -0.170], [2.240, 1.551, 1.174], [0.327, 1.888, -1.296], [-1.166, 0.901, 0.607], [0.327, 0.068, 1.316], [-0.961, -3.437, -1.440], [-0.472, -4.460, 2.541]]
}



[4]
{
  "formula": "C4H2N4",
  "method": "the ωB97M-V functional and the def2-TZVPD basis",
  "charge": 0,
  "e_tot_ev": -10136.325,
  "symbols": ["C", "C", "C", "C", "H", "H", "N", "N", "N", "N"],
  "coordinates": [[0.090, 0.629, -0.086], [1.506, -0.797, -0.103], [-0.568, -0.601, -0.076], [-1.988, -0.462, -0.016], [0.232, 2.441, 0.671], [2.467, -1.330, -0.269], [-0.415, 1.771, 0.093], [1.572, 0.357, -0.287], [0.263, -1.654, 0.278], [-3.160, -0.353, -0.206]]
}



[5]
{
  "formula": "C4H16N3O",
  "method": "the ωB97M-V functional and the def2-TZVPD basis",
  "charge": 1,
  "e_tot_ev": -10919.022,
  "symbols": ["N", "C", "C", "N", "C", "C", "N", "H", "H", "H", "H", "H", "H", "H", "H", "H", "H", "H", "H", "H", "H", "H", "H", "O"],
  "coordinates": [[2.573, 0.542, 0.032], [1.719, 1.674, 0.539], [0.384, 1.772, -0.177], [-0.415, 0.660, 0.297], [-1.696, 0.493, -0.352], [-2.339, -0.753, 0.197], [-1.761, -1.997, -0.432], [2.546, 0.480, -0.987], [2.245, -0.356, 0.383], [3.570, 0.720, 0.183], [2.300, 2.593, 0.581], [1.544, 1.471, 1.597], [0.528, 1.970, -1.244], [0.017, 2.736, 0.192], [0.143, -0.180, 0.119], [-2.275, 1.403, -0.188], [-1.613, 0.309, -1.438], [-3.422, -0.856, 0.154], [-2.113, -0.894, 1.259], [-2.063, -2.745, 0.191], [-2.265, -2.200, -1.294], [0.133, -2.033, -0.169], [1.189, -2.786, 0.558], [1.073, -2.023, -0.001]]
}



[6]
{
  "formula": "C53H48BaN2O7PSeTe",
  "method": "the ωB97M-V functional and the def2-TZVPD basis",
  "charge": -1,
  "e_tot_ev": -155674.479,
  "symbols": ["Ba", "C", "C", "C", "C", "C", "O", "C", "C", "C", "C", "C", "C", "C", "O", "C", "C", "C", "N", "C", "C", "Te", "C", "C", "C", "C", "C", "C", "C", "C", "C", "C", "C", "C", "H", "H", "H", "H", "H", "H", "H", "H", "H", "H", "H", "H", "H", "H", "H", "H", "H", "H", "H", "H", "H", "H", "H", "H", "C", "C", "C", "C", "C", "O", "C", "N", "C", "C", "C", "C", "C", "C", "P", "C", "C", "C", "C", "C", "C", "C", "C", "C", "C", "C", "C", "H", "H", "H", "H", "H", "H", "H", "H", "H", "H", "H", "H", "H", "H", "H", "H", "H", "H", "H", "H", "H", "H", "H", "H", "O", "Se", "O", "O", "O"],
  "coordinates": [[0.178, -1.817, -0.799], [5.417, 3.485, 0.490], [4.250, 2.569, 0.245], [4.435, 1.209, 0.129], [3.368, 0.326, -0.070], [3.598, -1.088, -0.276], [2.753, -1.976, -0.126], [4.976, -1.469, -0.730], [5.624, -0.752, -1.734], [6.879, -1.135, -2.170], [7.514, -2.225, -1.597], [6.878, -2.938, -0.595], [5.613, -2.574, -0.173], [2.015, 0.814, -0.110], [1.048, 0.018, -0.182], [1.857, 2.252, -0.072], [2.954, 3.072, 0.113], [0.526, 2.822, -0.269], [-0.490, 2.059, -0.274], [-1.797, 2.499, -0.651], [-1.956, 2.203, -2.135], [-1.300, 0.143, -2.596], [0.584, 0.714, -3.397], [0.779, 1.942, -4.026], [2.020, 2.303, -4.521], [3.088, 1.427, -4.448], [2.887, 0.170, -3.901], [1.657, -0.173, -3.379], [0.453, 4.301, -0.489], [-0.115, 5.133, 0.473], [-0.219, 6.496, 0.252], [0.224, 7.041, -0.939], [0.794, 6.221, -1.899], [0.920, 4.860, -1.673], [6.338, 2.912, 0.566], [5.291, 4.042, 1.418], [5.519, 4.204, -0.323], [5.435, 0.811, 0.243], [5.135, 0.102, -2.178], [7.362, -0.582, -2.963], [8.500, -2.516, -1.934], [7.367, -3.791, -0.148], [5.108, -3.133, 0.601], [2.799, 4.142, 0.187], [-1.979, 3.569, -0.448], [-2.508, 1.897, -0.076], [-1.364, 2.917, -2.699], [-2.996, 2.332, -2.430], [-0.045, 2.635, -4.132], [2.154, 3.273, -4.981], [4.059, 1.707, -4.829], [3.694, -0.548, -3.888], [1.527, -1.162, -2.974], [-0.472, 4.698, 1.396], [-0.647, 7.138, 1.010], [0.130, 8.104, -1.117], [1.146, 6.651, -2.825], [1.377, 4.216, -2.411], [-4.658, -1.005, -2.993], [-5.204, -2.044, -2.020], [-5.578, -3.314, -2.782], [-4.137, -2.364, -0.965], [-4.635, -3.289, 0.172], [-4.636, -2.456, 1.330], [-4.031, -1.303, 0.949], [-3.720, -1.165, -0.266], [-3.836, -0.293, 2.001], [-4.920, 0.449, 2.451], [-4.752, 1.407, 3.435], [-3.489, 1.629, 3.958], [-2.409, 0.878, 3.524], [-2.565, -0.112, 2.558], [-1.195, -1.187, 1.966], [0.056, -0.708, 3.215], [0.255, -1.381, 4.415], [1.175, -0.908, 5.334], [1.912, 0.232, 5.063], [1.729, 0.901, 3.862], [0.803, 0.436, 2.946], [-1.689, -2.810, 2.653], [-0.873, -3.883, 2.299], [-1.178, -5.163, 2.722], [-2.310, -5.390, 3.491], [-3.110, -4.326, 3.868], [-2.796, -3.039, 3.463], [-5.415, -0.725, -3.725], [-3.802, -1.428, -3.516], [-4.336, -0.114, -2.454], [-6.087, -1.630, -1.508], [-4.666, -3.796, -3.128], [-6.202, -3.065, -3.638], [-6.124, -4.020, -2.159], [-3.273, -2.795, -1.467], [-3.955, -4.130, 0.337], [-5.653, -3.657, 0.019], [-5.896, 0.276, 2.022], [-5.598, 1.984, 3.785], [-3.345, 2.382, 4.721], [-1.434, 1.065, 3.949], [-0.315, -2.272, 4.635], [1.313, -1.431, 6.271], [2.627, 0.599, 5.786], [2.309, 1.786, 3.640], [0.640, 0.949, 2.012], [-0.012, -3.699, 1.661], [-0.546, -5.989, 2.431], [-2.565, -6.396, 3.794], [-3.990, -4.501, 4.474], [-3.427, -2.215, 3.768], [-0.393, -2.293, -2.929], [-0.984, -3.752, -2.411], [0.111, -4.867, -2.673], [-1.161, -3.542, -0.791], [-2.378, -4.068, -3.099]]
}